[1]
The following is a DFT calculation (ωB97M-V with the def2-TZVPD basis set) of 2 unconnected molecules or ions with the total composition C7H8F2N5O in a non-equilibrium geometry.

Geometry (Å):
H  -3.05  0.74  2.24
O  -1.21  0.77  1.33
H  -0.45  -0.38  -1.96
H  3.60  2.12  -1.08
C  -3.15  0.99  0.04
C  3.01  1.33  -0.64
H  3.16  -0.72  1.94
C  -2.38  0.69  1.25
N  0.04  -0.67  -1.12
N  1.19  -0.10  -0.73
C  2.80  -0.23  1.00
N  3.49  0.74  0.41
N  -1.18  -2.53  -0.08
C  1.85  0.99  -1.31
N  0.67  -1.54  0.84
F  -4.34  0.26  -0.05
H  0.70  -2.13  1.64
C  -0.28  -1.66  -0.05
F  -2.50  0.87  -1.17
C  1.59  -0.63  0.44
H  -3.52  2.05  0.19
H  -1.74  -2.36  -0.90
H  1.73  1.39  -2.24

Its energy relative to the best compared isomer or geometry (same formula, charge and spin) is 0.0 kcal/mol. The total energy is -22312.352 eV. Its total charge is +1. The frontier orbital gap comes out at 8.449 eV. The calculation puts the largest force on an atom at 4.80 eV/Å. For the HOMO energy, the calculation gives -13.21 eV. The calculation puts the LUMO energy at -4.763 eV.

=====

[2]
The following is a DFT calculation (ωB97M-V with the def2-TZVPD basis set) of a molecular structure, C16H32AlFO12 in a non-equilibrium geometry.

Geometry (Å):
C  -6.05  2.62  -3.57
H  7.09  -2.48  8.34
C  -10.24  4.88  -3.19
H  -5.20  3.13  -5.51
C  -2.29  -4.39  -2.85
H  -10.64  5.43  -4.04
H  5.52  -1.58  8.56
C  3.45  3.95  1.56
O  0.20  -5.48  -2.26
O  4.11  5.14  1.48
C  3.66  -2.94  5.35
C  5.46  5.15  1.85
O  2.64  -2.15  5.01
O  2.25  4.22  1.14
H  5.30  -3.86  7.32
H  -2.75  -3.47  -3.20
F  -4.32  0.10  1.30
H  2.52  -5.45  -6.17
C  5.57  -2.93  6.81
C  2.17  -6.46  -5.97
C  -8.20  3.65  -3.10
H  -6.18  1.74  -2.93
C  -0.24  -5.47  -3.41
C  1.72  -2.45  3.97
H  1.28  2.42  1.00
H  -5.97  1.53  -5.43
C  1.07  3.43  1.38
O  -9.22  4.13  -3.80
H  -1.70  -4.00  -2.02
H  -5.49  3.40  -3.05
Al  -8.39  1.30  3.07
H  1.61  -7.52  -4.11
O  -8.01  3.67  -1.90
H  3.11  -7.02  -6.02
H  6.67  -1.08  7.45
H  2.10  -2.19  2.98
H  5.91  6.69  0.49
O  4.00  -3.94  4.75
C  6.24  -1.99  7.85
H  -4.39  1.75  -4.74
O  -1.41  -5.00  -3.76
H  1.41  -6.61  -6.73
C  -5.35  2.24  -4.89
O  0.31  -5.92  -4.52
H  5.65  7.26  2.24
H  -3.03  -5.10  -2.49
H  2.31  -6.00  -3.83
H  0.82  -1.87  4.16
O  4.32  -2.34  6.33
C  6.06  6.52  1.56
H  -9.94  5.59  -2.42
H  6.24  -3.20  6.00
H  7.12  6.40  1.77
H  -11.06  4.20  -2.97
H  0.82  3.37  2.43
C  1.63  -6.51  -4.50
H  1.48  -3.50  4.17
H  5.64  4.88  2.89
O  3.82  2.89  2.16
H  0.24  3.72  0.74
H  5.87  4.33  1.26
O  -7.32  3.16  -3.94

Its energy relative to the best compared isomer or geometry (same formula, charge and spin) is 78.5 kcal/mol. The total energy is -50967.958 eV. Its total charge is +2. The frontier orbital gap comes out at 1.365 eV. The calculation puts the largest force on an atom at 4.29 eV/Å. For the HOMO energy, the calculation gives -14.19 eV. The calculation puts the LUMO energy at -12.829 eV.

=====

[3]
The following is a DFT calculation (ωB97M-V with the def2-TZVPD basis set) of 7 unconnected molecules or ions with the total composition C42H92N5O6 in a non-equilibrium geometry.

Geometry (Å):
C  0.47  2.75  -4.18
H  0.53  0.15  8.22
H  1.59  -6.14  -2.11
H  -2.41  -2.43  -1.96
H  2.69  0.59  6.78
C  4.15  -2.52  -0.17
H  0.81  2.06  -6.11
H  -5.59  -0.78  3.66
H  0.38  -0.70  6.63
H  -3.70  -2.80  4.34
H  2.21  -0.12  4.45
H  3.57  4.39  -1.96
H  3.38  4.12  -4.27
H  -0.56  2.35  0.54
H  3.38  -4.14  -3.05
H  -0.88  2.10  5.08
C  -3.00  -2.09  3.89
O  -1.28  4.81  2.06
H  -3.19  1.63  2.41
H  -1.38  0.39  -5.66
C  0.14  0.19  7.20
H  -3.78  -1.50  -3.83
C  -0.07  3.95  9.40
H  -1.69  -4.55  -4.31
H  -4.19  -3.61  -0.54
H  1.96  5.23  0.06
O  -0.81  4.48  -0.12
H  -4.88  -2.26  -1.27
H  2.25  0.99  -3.27
H  0.77  -4.90  -3.12
H  6.05  -2.19  -1.76
H  -1.16  3.85  9.34
C  0.61  3.04  -5.66
C  5.40  -2.86  -2.33
C  -1.04  4.09  1.05
H  6.14  -2.08  -4.16
H  2.34  -1.57  -2.34
C  -0.95  -1.86  -3.94
H  3.82  -4.85  -1.48
H  -6.80  1.03  1.22
C  0.30  -0.39  -0.54
C  -1.68  -2.83  3.66
H  1.74  3.06  8.89
C  3.43  -1.55  -2.38
H  0.86  3.50  6.60
C  -0.08  -1.28  -5.00
H  -4.55  0.24  4.52
H  -3.26  -1.09  -5.74
H  -2.02  0.33  1.86
H  3.60  4.77  0.36
H  3.49  2.88  -1.21
C  2.27  0.95  4.66
H  2.66  2.24  6.31
H  -0.25  3.34  -3.61
O  1.10  0.27  0.35
H  0.74  -0.11  1.18
H  0.47  1.90  9.23
C  0.69  2.81  8.68
C  2.64  4.38  0.01
N  0.67  1.41  6.52
C  3.27  -4.05  -1.97
H  1.85  -4.09  -0.37
N  1.85  3.04  -3.56
H  -4.25  0.09  0.36
H  5.11  -3.48  -4.32
C  0.38  2.75  7.21
C  2.30  4.24  -4.36
C  1.02  -5.20  -2.11
H  1.53  2.79  4.15
H  -1.04  -2.15  3.09
N  -2.12  -2.52  -4.69
H  -5.48  2.10  0.94
H  -2.33  0.54  3.59
H  3.17  -2.59  0.28
H  1.27  -3.15  -1.77
H  0.88  1.59  3.06
H  -1.09  -3.23  4.48
H  0.22  1.71  -3.98
C  1.83  3.99  -5.80
H  -4.03  -3.14  -4.44
O  0.39  -0.11  -1.77
C  1.12  1.78  4.10
H  0.22  4.05  10.45
C  2.88  3.78  -1.36
O  -0.95  2.74  1.34
H  -2.84  -1.21  4.51
H  -1.40  -1.05  -3.36
H  0.16  -5.33  -1.46
C  -2.29  -1.55  -5.90
H  -0.61  -0.51  -6.89
H  -0.31  3.39  -6.11
H  0.09  4.91  8.90
C  1.61  3.44  -2.11
H  -5.09  -3.83  -2.06
H  2.34  3.55  0.64
H  -0.36  0.48  4.92
N  4.01  -2.75  -1.65
C  -4.38  -3.19  -1.52
C  -5.72  1.39  3.01
H  -0.71  2.74  7.08
H  -2.75  -4.07  -2.54
C  -2.75  0.66  2.60
H  -2.58  -4.13  -5.86
C  5.20  -2.51  -3.83
H  4.78  -3.36  0.16
C  0.02  1.49  5.11
H  1.52  4.93  -6.24
H  0.65  -0.59  -4.57
H  -0.47  -2.60  -3.30
H  -2.84  -1.79  1.75
H  2.53  3.50  -6.48
H  3.00  1.74  -4.75
C  -3.17  -3.06  -2.43
H  -6.75  1.54  3.33
C  -3.37  -2.51  -3.83
H  0.47  -2.02  -5.59
C  2.14  1.30  6.16
H  3.93  -0.75  -1.85
H  -0.80  -3.85  -5.68
C  -5.02  0.15  3.54
H  -4.44  -2.28  2.40
C  1.83  -4.03  -1.45
H  4.21  -0.61  -4.17
H  -5.46  -0.96  1.13
H  3.19  -1.96  -4.46
H  -2.40  -2.11  -6.83
C  -4.87  -0.06  1.25
C  -1.09  -0.63  -5.92
H  1.01  2.71  -1.57
H  4.78  -1.65  -0.03
H  3.22  1.32  4.27
C  3.97  -1.60  -3.79
H  3.62  2.15  -3.12
H  -5.10  2.22  3.33
C  2.75  1.85  -3.69
H  -1.83  -3.67  2.97
H  5.76  -3.86  -2.12
C  -3.58  -1.64  2.54
O  -0.44  -1.31  -0.07
H  -0.91  0.44  7.33
H  2.04  5.20  -3.93
C  -5.76  1.20  1.49
H  0.93  4.29  -2.19
C  -1.76  -3.91  -5.18
N  -3.99  -0.20  2.49

The total energy is -64757.835 eV. Its total charge is +3. The frontier orbital gap comes out at 6.655 eV. The calculation puts the largest force on an atom at 3.62 eV/Å. For the HOMO energy, the calculation gives -12.19 eV. The calculation puts the LUMO energy at -5.533 eV.

=====

> The highest frontier orbital gap belongs to which entry?

C7H8F2N5O

=====

> frontier orbital gap of number 2 (C16H32AlFO12)?

1.365 eV

=====

Repeat the first record exactly.
The following is a DFT calculation (ωB97M-V with the def2-TZVPD basis set) of 2 unconnected molecules or ions with the total composition C7H8F2N5O in a non-equilibrium geometry.

Geometry (Å):
H  -3.05  0.74  2.24
O  -1.21  0.77  1.33
H  -0.45  -0.38  -1.96
H  3.60  2.12  -1.08
C  -3.15  0.99  0.04
C  3.01  1.33  -0.64
H  3.16  -0.72  1.94
C  -2.38  0.69  1.25
N  0.04  -0.67  -1.12
N  1.19  -0.10  -0.73
C  2.80  -0.23  1.00
N  3.49  0.74  0.41
N  -1.18  -2.53  -0.08
C  1.85  0.99  -1.31
N  0.67  -1.54  0.84
F  -4.34  0.26  -0.05
H  0.70  -2.13  1.64
C  -0.28  -1.66  -0.05
F  -2.50  0.87  -1.17
C  1.59  -0.63  0.44
H  -3.52  2.05  0.19
H  -1.74  -2.36  -0.90
H  1.73  1.39  -2.24

Its energy relative to the best compared isomer or geometry (same formula, charge and spin) is 0.0 kcal/mol. The total energy is -22312.352 eV. Its total charge is +1. The frontier orbital gap comes out at 8.449 eV. The calculation puts the largest force on an atom at 4.80 eV/Å. For the HOMO energy, the calculation gives -13.21 eV. The calculation puts the LUMO energy at -4.763 eV.